Density functional theory data (the ωB97M-V functional and the def2-TZVPD basis) for a gas-phase ion, C3H6NO (charge +1) at a distorted geometry.

Results
- Orbital gap: 10.10 eV
- SMILES string: [NH3+][C@@]12C[C@@H]1O2
- Spin multiplicity: 1
- Lowest unoccupied orbital energy: -4.23 eV
- F_max: 0.066 Eh/bohr
- Relative energy (zero: lowest compared OMol25 entry of this formula, charge and spin): 343.6 kJ/mol
- Charge: +1
- E_tot: -247.485217 Ha

Last column: Löwdin charge in e.
CARTESIAN COORDINATES (ANGSTROEM)
N 1.118929 0.792619 0.017327  0.305
C -0.253476 0.263391 -0.110700  -0.354
C -1.079616 -0.983630 0.241829  0.069
C -1.557024 0.513288 0.385199  -0.123
O -1.258540 0.868668 -0.935455  0.061
H 1.270888 1.411571 0.750907  0.144
H 1.488206 1.310391 -0.869089  0.243
H 1.751516 -0.008496 0.210887  0.200
H -0.915305 -1.718659 1.125281  0.146
H -1.579053 -1.651267 -0.508568  0.125
H -2.083055 1.245107 1.053804  0.185

Forces on atoms 1 to 3 (eV/Å):
N 0.696 -1.253 -3.083
C -0.929 -0.693 -0.087
C -0.769 -1.151 1.029